ORCA calculation (wB97M-V/def2-TZVPD) on C16H14AuCl3N3S2Si as an isolated structure.

```
40
Properties=species:S:1:pos:R:3:lowdin_charge:R:1
Au 2.83 -0.66 1.21 0.411
S 4.69 4.26 3.04 0.418
C 3.87 4.03 0.23 -0.777
C 4.64 0.49 1.36 -0.142
C 4.28 1.69 1.48 -0.318
C 2.23 2.92 1.96 -0.468
C 0.93 2.64 2.21 -0.680
C -0.15 3.48 1.90 -0.114
C -1.44 3.09 1.62 -0.070
C -1.85 1.92 0.97 -0.106
C -1.08 1.15 0.12 -0.252
N 0.19 1.33 -0.21 -0.228
H 4.46 4.84 -0.15 0.052
H 5.61 0.06 1.14 0.071
H 0.08 4.54 1.90 0.128
H -2.22 3.82 1.82 0.120
H -2.91 1.68 0.96 0.101
H -1.63 0.37 -0.41 0.098
Cl 3.70 3.26 1.68 0.415
Si 1.68 0.90 -0.61 0.628
Cl 2.76 3.43 -0.97 0.587
Cl 0.62 1.10 2.97 0.720
N 0.84 -2.26 -1.13 0.124
C 0.28 -2.40 0.07 -0.819
S 1.17 -2.26 1.53 0.602
N -1.02 -2.69 0.17 0.069
C -1.95 -2.86 -0.91 -0.244
C -1.68 -3.74 -1.95 -0.039
C -2.61 -3.87 -2.97 -0.057
C -3.80 -3.17 -2.94 -0.062
C -4.07 -2.33 -1.87 -0.057
C -3.15 -2.17 -0.85 -0.026
H 1.84 -2.16 -1.19 0.081
H 0.30 -2.33 -1.98 0.112
H -1.39 -2.62 1.10 0.140
H -0.78 -4.34 -1.95 0.123
H -2.40 -4.55 -3.79 0.115
H -4.52 -3.28 -3.73 0.114
H -5.01 -1.79 -1.82 0.115
H -3.35 -1.51 -0.01 0.116
```

## Properties
ΔE to the lowest compared entry with this formula, charge and spin (eV): 19.0384
Net charge: +1
Calculated total energy (eV): -92074.61777
Gap between HOMO and LUMO (eV): 5.88
LUMO (eV): -4.7
Highest occupied orbital energy (eV): -10.57

---

ORCA calculation (wB97M-V/def2-TZVPD) on C16H14BCdClO2 as an isolated structure.

```
35
Properties=species:S:1:pos:R:3:lowdin_charge:R:1
C -2.27 -1.58 -1.51 -0.303
C -1.67 -1.76 -2.81 -0.245
C -1.45 -0.47 -3.38 -0.257
H -1.46 -2.72 -3.28 0.069
C -1.88 0.52 -2.44 -0.252
C -2.37 -0.17 -1.26 -0.303
H -2.89 0.30 -0.41 0.076
H -2.63 -2.37 -0.85 0.060
H -1.06 -0.27 -4.37 0.068
H -1.88 1.60 -2.58 0.067
Cd -0.11 -0.67 -1.12 1.199
Cl 0.19 -2.69 0.19 -0.285
C 2.32 -0.52 -1.15 -0.313
C 1.92 0.73 -1.76 -0.272
C 1.50 0.45 -3.10 -0.252
H 2.06 1.72 -1.31 0.069
C 1.60 -0.97 -3.31 -0.254
C 2.12 -1.57 -2.13 -0.284
H 2.34 -2.62 -1.97 0.050
H 2.78 -0.64 -0.16 0.073
H 1.16 1.19 -3.81 0.060
H 1.33 -1.51 -4.22 0.061
O -0.98 -0.09 1.74 0.078
B -0.06 0.34 0.76 -0.598
O 0.82 1.30 1.30 0.115
C 0.52 1.33 2.61 -0.246
C 1.11 2.07 3.61 -0.013
C 0.61 1.87 4.92 -0.140
C -0.42 0.97 5.18 -0.135
C -1.03 0.22 4.14 -0.006
C -0.54 0.45 2.88 -0.259
H 1.90 2.76 3.38 0.099
H 1.05 2.45 5.74 0.083
H -0.80 0.82 6.20 0.083
H -1.82 -0.48 4.29 0.106
```

## Properties
ΔE to the lowest compared entry with this formula, charge and spin (eV): 0.7143
Net charge: -2
Calculated total energy (eV): -38676.08498
Gap between HOMO and LUMO (eV): 4.36
LUMO (eV): 5.1
Highest occupied orbital energy (eV): 0.69

---

ORCA calculation (wB97M-V/def2-TZVPD) on C16H14BF2N2OS2Zr as an isolated structure.

```
39
Properties=species:S:1:pos:R:3:lowdin_charge:R:1
Zr 0.17 -0.01 -0.80 1.535
C -0.67 4.21 -0.18 0.028
C -0.97 2.76 -0.01 -0.219
N -0.01 1.91 0.13 -0.180
N 1.33 2.32 0.08 -0.050
C 1.95 2.11 -1.05 -1.069
S 1.21 1.45 -2.52 0.619
S 3.66 2.47 -0.98 0.956
C 3.96 3.17 -2.64 -0.416
C 3.30 4.51 -2.81 -0.309
C 3.83 5.64 -2.18 -0.048
C 3.21 6.87 -2.30 -0.068
C 2.05 6.99 -3.04 -0.080
C 1.51 5.88 -3.68 -0.079
C 2.14 4.65 -3.57 -0.074
C -2.35 2.23 0.01 -0.100
C -3.36 3.04 0.55 -0.011
C -4.66 2.57 0.66 -0.052
C -4.97 1.29 0.22 -0.038
C -3.99 0.48 -0.34 0.006
C -2.68 0.94 -0.44 -0.283
O -1.75 0.11 -1.00 -0.290
H 0.02 4.32 -1.03 0.093
H -0.13 4.58 0.69 0.117
H -1.56 4.79 -0.36 0.089
H 3.67 2.46 -3.41 0.066
H 5.05 3.26 -2.66 0.088
H 4.74 5.54 -1.60 0.118
H 3.64 7.74 -1.81 0.109
H 1.57 7.96 -3.14 0.107
H 0.62 5.98 -4.29 0.107
H 1.74 3.79 -4.10 0.084
H -3.12 4.03 0.90 0.120
H -5.42 3.20 1.10 0.116
H -5.98 0.93 0.29 0.120
H -4.22 -0.50 -0.71 0.129
F 1.31 -1.58 -1.03 -0.523
B 0.16 -1.40 1.47 0.063
F -0.44 -2.49 1.46 0.224
```

## Properties
Net charge: +1
Calculated total energy (eV): -50905.45572
Gap between HOMO and LUMO (eV): 6.93
LUMO (eV): -4.6
Highest occupied orbital energy (eV): -11.58

---

ORCA calculation (wB97M-V/def2-TZVPD) on C16H14BF5N6NiS as an isolated structure.

```
44
Properties=species:S:1:pos:R:3:lowdin_charge:R:1
C 0.05 3.09 -0.24 -0.118
N 0.24 1.83 -0.67 -0.070
N 0.41 1.86 -2.02 -0.013
C 0.32 3.14 -2.44 -0.023
C 0.09 3.97 -1.34 -0.004
B 0.56 0.58 -2.93 -0.470
N 1.72 -0.28 -2.37 -0.025
N 1.82 -0.60 -1.06 0.007
C 2.91 -1.37 -0.91 -0.086
C 3.54 -1.56 -2.15 -0.008
C 2.75 -0.85 -3.06 -0.023
Ni 0.33 0.11 0.33 0.289
N -0.75 -0.22 -3.00 0.034
N -1.36 -0.73 -1.90 0.132
C -2.50 -1.29 -2.34 -0.027
C -2.63 -1.16 -3.74 0.126
C -1.49 -0.47 -4.12 0.068
H -3.17 -1.77 -1.63 0.143
H -1.14 -0.14 -5.10 0.162
H -3.44 -1.52 -4.38 0.155
H 0.85 0.98 -4.04 0.134
H 2.84 -0.70 -4.13 0.141
H 0.42 3.38 -3.50 0.141
H 4.44 -2.13 -2.37 0.121
H -0.02 5.05 -1.32 0.123
H 3.20 -1.72 0.08 0.126
H -0.10 3.28 0.82 0.100
H -0.49 -1.44 0.04 0.055
C 0.10 -1.48 0.97 -0.164
H 0.90 -2.23 0.86 0.084
H 0.74 -0.50 1.60 0.120
H -0.55 -1.68 1.83 0.053
F -0.44 -1.32 7.08 0.170
C -0.66 -0.83 5.83 -0.054
C 0.18 0.17 5.33 -0.085
F 1.21 0.65 6.08 0.147
C -0.04 0.68 4.05 -0.195
F 0.78 1.66 3.57 0.095
C -1.10 0.20 3.26 -0.413
S -1.32 0.96 1.64 1.065
C -1.95 -0.79 3.77 -0.192
F -2.99 -1.25 3.03 0.110
C -1.72 -1.31 5.06 -0.079
F -2.53 -2.27 5.56 0.148
```

## Properties
Net charge: +2
Calculated total energy (eV): -91881.15698
Expectation value of S²: 2.18
Gap between HOMO and LUMO (alpha / beta) (eV): 7.49 / 4.60
LUMO (alpha / beta) (eV): -7.9 / -10.8
Highest occupied orbital energy (alpha / beta) (eV): -15.41 / -15.40
Multiplicity: 3

---

ORCA calculation (wB97M-V/def2-TZVPD) on C16H14BiN5O4S4 as an isolated structure.

```
44
Properties=species:S:1:pos:R:3:lowdin_charge:R:1
Bi -0.53 0.28 -0.18 1.485
O -0.78 1.00 4.74 0.117
C -0.91 1.22 3.42 -0.534
O -0.06 1.70 2.73 0.045
C -2.27 0.84 2.92 -0.185
C -3.36 0.69 3.75 0.019
C -4.61 0.48 3.18 -0.018
C -4.72 0.46 1.80 0.031
C -3.57 0.60 1.04 -0.184
N -2.38 0.75 1.59 0.051
C -3.63 0.69 -0.48 -0.622
O -4.73 0.62 -0.99 0.082
O -2.50 0.88 -1.08 -0.293
H 0.13 1.24 4.97 0.140
H -3.23 0.75 4.82 0.122
H -5.48 0.37 3.80 0.116
H -5.67 0.35 1.29 0.127
C 3.43 -1.45 -2.32 -0.014
C 2.63 -0.52 -1.44 -0.315
N 2.01 -0.85 -0.38 -0.032
N 1.98 -2.15 0.00 -0.020
C 1.36 -2.46 1.15 -0.932
N 1.16 -3.77 1.35 0.115
S 0.88 -1.27 2.23 0.607
C 2.43 0.90 -1.87 -0.285
C 2.88 1.34 -3.10 -0.011
C 2.66 2.66 -3.46 -0.046
C 2.00 3.50 -2.57 -0.046
C 1.57 2.95 -1.37 -0.133
N 1.77 1.69 -1.02 0.004
H 2.79 -1.84 -3.12 0.094
H 3.82 -2.30 -1.76 0.081
H 4.27 -0.94 -2.76 0.080
H 2.12 -2.88 -0.69 0.111
H 1.11 -4.38 0.55 0.092
H 0.57 -4.00 2.12 0.097
H 3.37 0.67 -3.80 0.110
H 2.99 3.03 -4.42 0.114
H 1.82 4.54 -2.81 0.109
H 1.03 3.56 -0.65 0.116
S -0.10 -3.76 -2.38 0.469
C -0.58 -2.27 -1.84 -1.777
S -0.24 -0.78 -2.63 0.481
S -1.44 -2.11 -0.31 0.433
```

## Properties
ΔE to the lowest compared entry with this formula, charge and spin (eV): 0.0000
Calculated total energy (eV): -81642.38419
Gap between HOMO and LUMO (eV): 7.26
LUMO (eV): -0.5
Highest occupied orbital energy (eV): -7.80

---

ORCA calculation (wB97M-V/def2-TZVPD) on a 2-piece molecular cluster, C16H14ClNO4S3 overall.

```
39
Properties=species:S:1:pos:R:3:lowdin_charge:R:1
O -8.27 -1.42 0.58 0.050
N -7.68 -0.32 0.65 -0.318
O -8.27 0.77 0.53 0.051
C -6.26 -0.32 0.86 -0.158
C -5.56 0.89 0.93 0.016
C -4.18 0.89 1.14 -0.034
C -3.49 -0.32 1.27 -0.238
S -1.69 -0.32 1.56 0.558
C -0.95 -0.45 0.01 -0.862
Cl 0.67 -0.23 -0.25 0.610
O -1.40 0.98 2.13 -0.366
O -1.47 -1.51 2.34 -0.359
C -4.19 -1.53 1.20 -0.036
C -5.57 -1.54 0.98 0.015
H -6.11 1.83 0.83 0.120
H -3.66 1.84 1.21 0.118
H -1.54 -0.92 -0.78 0.013
H -3.69 -2.49 1.31 0.119
H -6.13 -2.47 0.92 0.120
C 3.43 -0.03 -4.32 -0.052
C 3.79 -1.14 -3.55 -0.056
C 4.01 -1.00 -2.18 -0.042
C 3.82 0.25 -1.55 -0.345
C 3.95 0.38 -0.12 -0.803
S 3.89 1.92 0.65 1.011
C 4.62 1.42 2.27 -0.455
C 4.40 -0.06 2.47 -0.455
S 4.53 -0.91 0.85 0.994
C 3.50 1.37 -2.35 -0.041
C 3.29 1.22 -3.72 -0.056
H 3.26 -0.15 -5.39 0.112
H 3.91 -2.13 -4.01 0.113
H 4.30 -1.87 -1.57 0.094
H 5.69 1.68 2.26 0.088
H 4.11 2.02 3.03 0.089
H 5.16 -0.51 3.12 0.087
H 3.40 -0.28 2.86 0.095
H 3.40 2.36 -1.88 0.093
H 3.01 2.10 -4.31 0.114
```

## Properties
Calculated total energy (eV): -71519.87626
Gap between HOMO and LUMO (eV): 2.97
LUMO (eV): -2.7
Highest occupied orbital energy (eV): -5.67